The following is a DFT calculation (ωB97M-V/def2-TZVPD) of a molecular structure, C34H30Cl2N9O6STi.

Atoms and positions in Å:
1 Ti -0.0947 0.1029 0.4484
2 O 2.0535 -1.3849 5.4208
3 C 3.0902 -1.2860 4.5744
4 C 4.3631 -1.5439 5.0858
5 C 5.4724 -1.4771 4.2704
6 C 5.3472 -1.1548 2.9185
7 C 4.0968 -0.8831 2.4106
8 C 2.9554 -0.9294 3.2196
9 C 1.6559 -0.6128 2.6260
10 O 1.5977 -0.0988 1.4482
11 N 0.5594 -0.8556 3.3257
12 N -0.5118 -0.5121 2.5695
13 C -1.6892 -0.6134 3.0381
14 C -2.7546 -0.1791 2.1407
15 C -4.0955 -0.2341 2.4907
16 C -5.0455 0.2013 1.5846
17 C -4.6228 0.6780 0.3545
18 C -3.2647 0.6981 0.0833
19 N -2.3423 0.2870 0.9487
20 H 1.2285 -1.2364 4.9033
21 H 4.4447 -1.8042 6.1326
22 H 6.4495 -1.6880 4.6866
23 H 6.2167 -1.1274 2.2766
24 H 3.9632 -0.6621 1.3598
25 H -1.8935 -0.9839 4.0375
26 H -4.3778 -0.6183 3.4616
27 H -6.0978 0.1667 1.8328
28 H -5.3248 1.0258 -0.3894
29 H -2.8928 1.0462 -0.8709
30 N 2.2088 1.1726 -0.9688
31 N 2.5537 0.7668 -2.2758
32 C 2.7513 -0.5751 -2.4619
33 N 3.1607 -0.8907 -3.7195
34 S 2.5235 -1.6873 -1.2612
35 H 2.2198 2.1853 -0.9496
36 H 2.8747 0.8074 -0.2891
37 H 3.2229 1.3564 -2.7527
38 H 2.7701 -0.3324 -4.4647
39 H 3.1407 -1.8819 -3.9100
40 O 0.0339 2.1985 0.7049
41 N -0.1596 2.9379 -0.3043
42 N -0.4940 2.2848 -1.3437
43 O -0.6544 0.9704 -1.3193
44 C -0.8127 2.9924 -2.5470
45 C -1.7116 2.4242 -3.4340
46 C -2.0303 3.1042 -4.5993
47 C -1.4567 4.3379 -4.8701
48 C -0.5584 4.8945 -3.9688
49 C -0.2276 4.2235 -2.8036
50 H -2.1447 1.4594 -3.2157
51 H -2.7286 2.6628 -5.2978
52 H -1.7058 4.8635 -5.7822
53 H -0.1049 5.8544 -4.1763
54 H 0.4717 4.6447 -2.0957
55 Cl 3.2945 -4.7017 -3.6126
56 C 2.1486 -5.7852 -4.3259
57 C 2.6131 -6.9546 -4.9054
58 C 1.7095 -7.8551 -5.4431
59 C 0.3512 -7.5884 -5.4033
60 C -0.0916 -6.4087 -4.8285
61 Cl -1.7930 -6.0819 -4.8066
62 C 0.7882 -5.4737 -4.2761
63 N 0.3014 -4.2978 -3.6858
64 C 0.3806 -3.0624 -4.2911
65 C 1.0078 -2.8791 -5.5289
66 C 1.0365 -1.6311 -6.1326
67 C 0.4680 -0.5349 -5.5017
68 C -0.1652 -0.7215 -4.2780
69 C -0.2509 -1.9654 -3.6722
70 C -1.1684 -2.1639 -2.4847
71 C -0.5355 -2.5492 -1.1446
72 O -0.0756 -3.6664 -0.9691
73 O -0.6372 -1.6635 -0.2007
74 H 3.6758 -7.1516 -4.9171
75 H 2.0657 -8.7728 -5.8915
76 H -0.3689 -8.2804 -5.8160
77 H 0.0783 -4.3157 -2.6855
78 H 1.4536 -3.7284 -6.0305
79 H 1.5097 -1.5241 -7.1013
80 H 0.4895 0.4463 -5.9605
81 H -0.6330 0.1153 -3.7800
82 H -1.8596 -2.9761 -2.7353
83 H -1.7528 -1.2553 -2.3398

Results
LUMO energy (alpha / beta)   -0.7 / -0.8 eV
ΔE to the lowest compared entry with this formula, charge and spin   0.8250 eV
HOMO (alpha / beta)   -7.52 / -7.52 eV
⟨S²⟩   0.753
2S+1   2
Molecular weight   811.5 g/mol

---

The following is a DFT calculation (ωB97M-V/def2-TZVPD) of a molecular structure, C34H30F10N4O2PSe2Ti in a non-equilibrium geometry.

Atoms and positions in Å:
1 Ti 0.0902 -0.5919 0.2826
2 C 1.6808 2.2816 0.2470
3 N 1.8946 0.8292 0.0925
4 C 2.8327 0.4230 1.1621
5 C 2.8369 -1.0748 1.4451
6 N 1.5681 -1.6774 1.0626
7 C 1.2424 -2.8732 1.6808
8 C 0.7415 -3.9221 0.8942
9 F 0.6600 -3.7583 -0.4272
10 C 0.3352 -5.1360 1.4095
11 F -0.1391 -6.0879 0.6061
12 C 0.4381 -5.3708 2.7686
13 F 0.0490 -6.5396 3.2910
14 C 0.9513 -4.3755 3.5801
15 F 1.0615 -4.5916 4.8971
16 C 1.3380 -3.1552 3.0531
17 F 1.8158 -2.2620 3.9260
18 C 2.4395 0.5992 -1.2592
19 C 2.1418 -0.7889 -1.7676
20 N 0.7038 -1.0083 -1.6615
21 C 0.1456 -1.8739 -2.5605
22 C 0.8247 -2.8327 -3.3516
23 F 2.1473 -3.0693 -3.2044
24 C 0.1916 -3.6627 -4.2593
25 F 0.9220 -4.5384 -4.9650
26 C -1.1760 -3.6338 -4.4231
27 F -1.7897 -4.4386 -5.3044
28 C -1.8953 -2.7533 -3.6368
29 F -3.2271 -2.6974 -3.7563
30 C -1.2548 -1.9239 -2.7440
31 F -2.0364 -1.1089 -2.0220
32 H 2.6407 2.8036 0.1356
33 H 1.2489 2.4730 1.2270
34 H 0.9923 2.6247 -0.5207
35 H 2.5001 0.9370 2.0602
36 H 3.8399 0.7718 0.8985
37 H 3.0300 -1.1880 2.5123
38 H 3.6557 -1.5765 0.9104
39 H 3.5166 0.8130 -1.2777
40 H 1.9397 1.3054 -1.9240
41 H 2.6949 -1.5501 -1.2068
42 H 2.4902 -0.8158 -2.8009
43 Se -1.5986 1.3744 -0.6655
44 P -1.3897 3.2167 0.5904
45 Se -0.2088 0.5476 2.6299
46 C -3.0620 3.3831 1.3635
47 C -3.1307 3.4779 2.7519
48 C -4.3474 3.7037 3.3891
49 C -5.5084 3.8322 2.6425
50 C -5.4517 3.7248 1.2550
51 C -4.2397 3.5004 0.6241
52 C -1.6441 4.5601 -0.6646
53 C -1.6283 4.4021 -2.0462
54 C -1.7511 5.5015 -2.8887
55 C -1.8991 6.7758 -2.3659
56 C -1.9139 6.9486 -0.9861
57 C -1.7778 5.8535 -0.1508
58 H -2.2187 3.3697 3.3293
59 H -4.3840 3.7813 4.4695
60 H -6.4563 4.0149 3.1345
61 H -6.3560 3.8261 0.6667
62 H -4.1936 3.4244 -0.4566
63 H -1.5232 3.4077 -2.4617
64 H -1.7371 5.3540 -3.9623
65 H -1.9993 7.6301 -3.0243
66 H -2.0254 7.9398 -0.5628
67 H -1.7784 5.9997 0.9251
68 O -2.2887 -3.7285 0.9297
69 C -2.1341 -2.5740 1.2347
70 O -1.3526 -1.7078 0.6607
71 C -2.7292 -1.9231 2.4856
72 N -3.0817 -0.4966 2.1910
73 C -4.4571 -0.2550 2.6853
74 C -5.1050 -1.6309 2.5929
75 C -3.9845 -2.5557 3.0684
76 H -1.8790 -1.8809 3.1777
77 H -3.0066 -0.2754 1.1863
78 H -2.2491 0.1173 2.5488
79 H -4.9214 0.5188 2.0805
80 H -4.3981 0.0956 3.7143
81 H -5.3741 -1.8489 1.5564
82 H -6.0065 -1.7026 3.2005
83 H -4.0781 -3.5883 2.7362
84 H -3.9364 -2.5434 4.1587

Results
Charge   -1
LUMO energy   2.4 eV
ΔE to the lowest compared entry with this formula, charge and spin   0.3394 eV
HOMO   -3.85 eV
Molecular weight   953.4 g/mol

---

The following is a DFT calculation (ωB97M-V/def2-TZVPD) of a molecular structure, C34H30N5O7S3Sn.

Atoms and positions in Å:
1 Sn -0.1425 1.1772 -0.6656
2 C 5.0054 -3.8728 -2.1840
3 C 4.5524 -2.4849 -1.8205
4 C 3.3720 -1.9633 -2.3453
5 C 2.9489 -0.6884 -2.0175
6 C 3.7135 0.0875 -1.1560
7 C 4.8971 -0.4072 -0.6327
8 C 5.3078 -1.6914 -0.9649
9 S 3.1094 1.6945 -0.6902
10 O 2.4942 2.2508 -1.8718
11 O 4.2221 2.3850 -0.0828
12 N 1.9166 1.4101 0.3243
13 C 2.1087 0.8987 1.5911
14 C 3.3105 0.7128 2.2420
15 C 3.3576 0.1281 3.5230
16 C 2.2264 -0.2719 4.1692
17 C 0.9716 -0.0852 3.5431
18 C -0.2476 -0.4874 4.1337
19 C -1.4218 -0.2869 3.4781
20 C -1.3941 0.3052 2.2022
21 N -0.2780 0.6748 1.6188
22 C 0.9095 0.5044 2.2685
23 H 4.1558 -4.5108 -2.4270
24 H 5.5563 -4.3343 -1.3640
25 H 5.6649 -3.8516 -3.0551
26 H 2.7590 -2.5763 -2.9956
27 H 2.0173 -0.3017 -2.4094
28 H 5.4845 0.2164 0.0276
29 H 6.2272 -2.0851 -0.5456
30 H 4.2237 1.0430 1.7708
31 H 4.3235 -0.0069 3.9948
32 H 2.2669 -0.7324 5.1484
33 H -0.2266 -0.9709 5.1037
34 H -2.3686 -0.6069 3.8890
35 H -2.3035 0.4353 1.6323
36 C 0.1450 8.0604 0.8069
37 O -1.2433 7.7990 0.7434
38 C -1.6236 6.5122 0.5135
39 C -3.0198 6.3062 0.4643
40 C -3.4777 5.0401 0.2465
41 C -2.6220 3.9306 0.0676
42 C -3.1802 2.6086 -0.1077
43 C -4.6777 2.3966 -0.1386
44 O -2.4856 1.5936 -0.2218
45 C -1.2073 4.1438 0.1008
46 O -0.3050 3.2430 -0.0587
47 C -0.7484 5.4734 0.3387
48 H 0.2434 9.1267 0.9949
49 H 0.6392 7.8073 -0.1341
50 H 0.6171 7.5007 1.6181
51 H -3.6864 7.1453 0.6043
52 H -4.5478 4.8798 0.2175
53 H -5.1409 2.9781 -0.9368
54 H -5.1261 2.7104 0.8062
55 H -4.8601 1.3341 -0.2852
56 H 0.3237 5.5995 0.3650
57 N -3.1530 -5.9106 -4.5296
58 C -3.0918 -5.0645 -3.4121
59 C -3.0905 -5.5899 -2.1248
60 C -3.0678 -4.7469 -1.0220
61 C -3.0523 -3.3747 -1.1989
62 C -3.0556 -2.8407 -2.4828
63 C -3.0800 -3.6774 -3.5805
64 S -2.9605 -2.2731 0.1894
65 O -3.0501 -3.1173 1.3679
66 O -3.9944 -1.2828 0.0044
67 N -1.5638 -1.5479 0.0384
68 C -0.4161 -2.1529 0.4144
69 S -0.2589 -3.6036 1.4159
70 C 1.4603 -3.4445 1.3431
71 C 1.7926 -2.3388 0.6442
72 N 0.7515 -1.6203 0.1130
73 H -2.7759 -6.8308 -4.3643
74 H -2.7668 -5.5060 -5.3683
75 H -3.1043 -6.6653 -1.9864
76 H -3.0601 -5.1440 -0.0161
77 H -3.0333 -1.7654 -2.6069
78 H -3.0862 -3.2614 -4.5818
79 H 2.1166 -4.1476 1.8286
80 H 2.8039 -1.9906 0.4780

Results
Charge   -1
LUMO energy   2.5 eV
ΔE to the lowest compared entry with this formula, charge and spin   0.0000 eV
HOMO   -4.85 eV
Molecular weight   835.6 g/mol